Record 1
{"formula": "C8H9IN3O", "method": "ωB97M-V/def2-TZVPD", "species": ["H", "H", "H", "C", "C", "H", "N", "H", "H", "H", "C", "C", "C", "O", "C", "N", "C", "N", "H", "I", "H", "C"], "xyz": [[1.89604, -2.73083, -1.32139], [0.96872, 0.07079, -2.76510], [1.63305, -2.29615, 2.64144], [-1.58017, 2.62392, 0.85823], [-0.43395, -0.93462, 0.58715], [-0.22701, 0.66912, -1.90338], [0.17646, -1.47129, 1.69375], [-1.45107, 3.61172, 1.21272], [-0.22085, -0.95719, -2.23450], [-2.62889, 2.67300, -0.98650], [-0.89057, 1.48303, 1.47855], [1.63916, -1.95773, -0.60609], [-0.91337, 0.45363, 0.56197], [-1.63666, 0.83049, -0.58132], [-2.02185, 2.12756, -0.35990], [0.41065, -0.20562, -1.99605], [1.33274, -1.98704, 1.69893], [1.93545, -2.32455, 0.59827], [-0.12636, 1.46200, 2.25100], [2.24212, 1.09266, -0.13519], [-1.18919, -1.64135, 0.08192], [1.08556, -0.59155, -0.77451]], "e_homo_ha": [-0.3795, -0.4558], "e_tot_ha": -846.95660, "lumo_ev": [-3.75, -6.71], "total_charge": 1, "multiplicity": 3}

***

Record 2
{"formula": "C15H27BrCl5N7OPS", "method": "ωB97M-V/def2-TZVPD", "species": ["Br", "H", "H", "C", "H", "N", "O", "H", "H", "Cl", "Cl", "H", "C", "H", "H", "H", "N", "C", "C", "N", "N", "S", "H", "P", "Cl", "C", "C", "H", "H", "C", "H", "C", "C", "H", "Cl", "N", "H", "N", "C", "H", "H", "C", "H", "C", "H", "N", "H", "H", "H", "H", "H", "Cl", "H", "C", "C", "C", "H", "H"], "xyz": [[1.21008, -1.06129, -3.59487], [-1.04058, 0.85422, -2.88332], [3.76288, -0.05384, 1.59477], [1.18718, 0.33194, -0.05853], [-1.36746, -4.50200, 0.06115], [-2.14220, -1.81635, -3.58350], [2.48599, 3.74436, 1.19437], [-4.32861, -1.18168, -2.69411], [4.79331, 7.62349, 2.11032], [4.06201, 2.43519, -0.86750], [-5.68724, -3.49662, -1.85197], [0.21031, -0.92256, 1.18351], [3.14398, 0.26796, 2.43327], [0.30575, -4.15090, 0.36678], [1.79598, 1.89313, 2.75059], [-3.62531, -1.03446, -1.06105], [1.69342, 1.27240, 0.72590], [2.37788, -2.84148, -0.47889], [0.21060, -0.64026, -1.97503], [-1.12271, -3.46745, 1.81301], [1.05006, 0.44924, -1.37981], [3.55893, -3.14561, 0.49093], [-3.80555, 0.39972, -2.08613], [2.21476, 2.78164, -0.07079], [2.38760, 7.57450, 0.50427], [4.05365, 7.02703, 0.17558], [0.31579, -1.68065, -0.77135], [6.04209, 7.26069, 0.91350], [1.69508, 3.72163, 1.74955], [-1.14641, 0.00479, -2.21186], [1.03884, 0.32812, 2.49697], [-6.18449, -4.16128, -0.27475], [-5.92743, -3.19902, 0.85500], [-6.36506, -2.22440, 0.65683], [5.22063, 9.44179, 0.67826], [1.39494, -2.63760, -1.18584], [-1.29653, -2.85653, -1.41102], [3.47888, 0.01954, 3.62725], [-2.25831, -0.91339, -2.70295], [-1.18279, -1.84645, -3.93402], [-1.04743, -4.31565, 2.35390], [1.83745, 0.98282, 2.17102], [-5.65429, -5.09766, -0.12336], [-0.69670, -3.73558, 0.43447], [-1.70163, -1.89579, -0.03067], [0.77931, -0.89164, 0.35182], [-7.24968, -4.37354, -0.34199], [4.37037, -0.46774, 3.65057], [-1.46388, 0.41730, -1.25279], [4.26183, 7.20586, -0.87601], [0.83997, 1.39172, -1.69215], [-4.17876, -2.97413, 1.15714], [4.07721, 5.95319, 0.35649], [5.06240, 7.71220, 1.06100], [-0.91267, -2.51216, -0.45748], [-3.60164, -0.66909, -2.08507], [-6.35569, -3.59139, 1.77514], [-0.57609, -2.73631, 2.24345]], "e_homo_ha": -0.4494, "e_tot_ha": -6660.60545, "lumo_ev": -3.32, "total_charge": 1}

***

Record 3
{"formula": "C43H47GeN5O2SV", "method": "ωB97M-V/def2-TZVPD", "species": ["N", "C", "H", "H", "C", "H", "H", "H", "C", "C", "C", "C", "O", "H", "C", "S", "H", "C", "C", "H", "H", "H", "C", "H", "H", "H", "H", "C", "C", "C", "C", "H", "C", "N", "H", "H", "C", "H", "H", "C", "C", "H", "H", "C", "H", "H", "H", "H", "C", "C", "H", "H", "C", "H", "C", "C", "H", "C", "H", "H", "C", "H", "H", "C", "H", "C", "N", "C", "C", "H", "H", "C", "H", "H", "H", "C", "C", "C", "C", "N", "C", "H", "H", "V", "H", "H", "C", "C", "O", "C", "C", "N", "H", "C", "Ge", "H", "H", "C", "H", "C"], "xyz": [[-1.09712, 1.77000, -0.92242], [-1.99291, 3.45607, 1.27487], [-2.33692, -2.55596, -4.28271], [2.69913, 4.42394, -1.19840], [3.52736, 0.66143, 3.07618], [1.81686, -3.23206, -2.65360], [5.03360, -3.38375, -1.55510], [5.61664, 0.86359, -1.84738], [-0.20428, 2.87327, -0.47777], [-2.99638, -3.69724, 2.49457], [3.61709, -2.15628, -0.48005], [3.94323, 0.21625, -0.64724], [0.49466, -0.38376, -2.22989], [-6.00806, -3.20627, 0.24462], [-4.61094, -1.71160, -0.39214], [-1.48876, -0.02129, 1.75755], [1.00361, -2.96707, 1.48217], [3.03132, 2.74144, 4.29223], [-4.25178, -3.30556, -2.64946], [0.73666, -1.91943, 2.89680], [-5.04896, 1.95526, -2.07275], [1.21606, 3.72195, 3.78786], [5.54870, -0.58434, 3.64626], [6.19615, -1.44224, 3.49309], [-1.75898, 4.13765, -1.84359], [4.20218, -1.18156, 2.12842], [-5.06209, -1.39394, 1.69346], [0.98577, 3.14976, -1.15781], [1.43466, 2.42599, -2.41040], [0.15161, 4.70679, 1.00825], [-5.31332, -2.90781, -0.53680], [0.58153, 2.03876, 2.09842], [-4.85163, -0.81026, 0.79910], [-2.92914, -0.15547, -1.16158], [2.37510, -2.42874, 2.46854], [6.29700, -1.44600, -2.45362], [1.36782, 4.96761, 0.39388], [2.04882, 1.55904, -2.17732], [3.08992, -3.01907, -0.07315], [-2.59883, -4.38437, 1.33905], [-2.19723, 2.05497, -1.52835], [-1.66728, -1.28306, -3.26131], [-2.41934, 2.47207, 1.12134], [1.87347, 2.87725, 3.59545], [1.99156, 5.78820, 0.74127], [-3.99811, -0.15647, 1.00343], [2.20397, -1.77971, -4.49556], [-1.88938, 3.60127, 2.35071], [5.08191, 1.46800, 4.81075], [5.88786, 0.38592, 4.62562], [-2.72113, 4.19334, 0.92190], [1.70302, -0.13407, -4.33007], [-2.58636, -1.70079, -3.65101], [0.73532, -2.70693, -1.41117], [-2.53011, 3.40962, -2.05676], [5.43353, -1.28328, -1.81569], [3.31845, 3.47326, 5.04666], [-5.13849, -3.70604, -1.65601], [-2.65862, 3.34234, -3.14290], [-4.11811, -3.92086, -3.53791], [-1.94802, -1.68197, 1.67182], [-3.55808, -4.21863, 3.26771], [-5.00924, 0.29948, -2.69953], [-3.19506, 0.92805, -1.74383], [-3.04095, -0.94009, -4.29925], [3.88538, 1.62866, 4.05626], [-1.56744, -2.41519, 0.60354], [1.10546, -1.32318, -2.80829], [3.20382, -0.86388, -0.13632], [5.33980, 2.22823, 5.54743], [-0.18903, 5.32926, 1.83448], [-0.65550, 3.66510, 0.58480], [-2.84688, -5.42514, 1.17214], [-4.16287, 1.60275, -3.55514], [-1.54410, -4.13062, -0.53025], [-4.42307, 1.20451, -2.57019], [-3.72536, -1.34002, -1.39484], [-3.52922, -2.11681, -2.54344], [-2.68666, -2.37035, 2.65180], [1.12917, -2.57739, -2.32895], [1.51349, 1.90578, 2.61744], [-5.69474, -4.63385, -1.75980], [0.59825, 2.07165, -3.00450], [-0.44056, 0.02571, -0.35722], [-2.99445, -1.80882, 3.52669], [-5.72317, -0.16838, 0.61966], [1.40674, -2.12885, 2.05999], [5.04792, 0.01297, -1.47603], [-0.78427, -1.81703, -0.36090], [2.29159, 0.81721, 2.33105], [1.76776, 4.19904, -0.68478], [1.74271, -1.06551, -3.96368], [6.78906, 0.26650, 5.21979], [4.72024, -2.37019, -1.31237], [1.64919, -0.50798, 1.01538], [2.03026, 3.10367, -3.02037], [-3.47848, 3.76941, -1.64199], [4.41932, -0.44490, 2.89193], [3.67001, 1.23544, -0.36786], [-1.88332, -3.71441, 0.40512]], "e_homo_ha": [-0.3535, -0.3499], "e_tot_ha": -5510.04127, "lumo_ev": [-2.95, -3.28], "total_charge": 1, "multiplicity": 3}